(1)
The following is a quantum chemistry calculation of a structure of composition C2H9NS, from the Open Molecules 2025 dataset.

Summary:
* total charge: 0
* spin multiplicity: 1
* orbital gap: 9.84 eV
* HOMO level: -8.918 eV

Geometry (Å):
N1 -2.92186 0.66427 -0.21250
H1 -3.39820 1.34577 0.27495
H2 2.95161 0.17426 -1.87701
H3 -1.96653 0.58029 -0.01151
H4 -3.47452 -0.18720 0.08067
C1 1.48300 -0.52310 0.76060
C2 0.08531 -0.28429 0.11631
S1 0.06841 -1.07259 1.79554
H5 3.49373 0.71411 -2.01964
H6 1.94474 -1.46585 0.34560
H7 2.15330 0.15084 1.24137
H8 -0.11404 -0.77308 -0.84625
H9 -0.30497 0.67654 0.35185

---

(2)
The following is a quantum chemistry calculation of a cluster of 3 separate species, C2H9NS in total, from the Open Molecules 2025 dataset.

Summary:
* total charge: 0
* spin multiplicity: 1
* orbital gap: 9.95 eV
* HOMO level: -8.919 eV

Geometry (Å):
H1 -0.28303 0.20132 -3.03984
H2 -0.63031 0.85317 -2.99079
C1 1.92001 1.16546 0.63532
C2 0.83921 0.57434 -0.16444
S1 0.64441 0.36899 1.66880
H3 2.87998 0.67669 0.61007
H4 1.92784 2.22895 0.78420
H5 1.03800 -0.36050 -0.65889
H6 0.04536 1.20347 -0.52337
N1 -2.22347 -1.96051 1.01729
H7 -1.87304 -1.37138 1.76627
H8 -2.83980 -1.36905 0.47237
H9 -1.44516 -2.21094 0.42301

---

Bottom line: (2), by a margin of 71.6 kJ/mol.

---

(1)
The following is a quantum chemistry calculation of a cluster of 3 separate species, C2H9NS in total, from the Open Molecules 2025 dataset.

Summary:
* total charge: 0
* spin multiplicity: 1
* orbital gap: 9.69 eV
* HOMO level: -8.871 eV

Geometry (Å):
H1 5.61254 -2.59964 2.96712
H2 5.33733 -2.28881 3.58986
C1 -0.63634 -0.37802 0.15356
C2 -1.73360 -0.02197 -0.74899
S1 -0.47068 -1.02647 -1.55082
H3 -0.67249 -1.08039 0.97427
H4 0.14447 0.38569 0.27231
H5 -2.69356 -0.48004 -0.55394
H6 -1.83277 1.01259 -1.06818
N1 1.39474 2.39284 2.34036
H7 2.21020 2.66410 1.80734
H8 1.76783 2.03605 3.21104
H9 1.04157 1.55693 1.87857

---

(2)
The following is a quantum chemistry calculation of a structure of composition C2H9NS, from the Open Molecules 2025 dataset.

Summary:
* total charge: 0
* spin multiplicity: 1
* orbital gap: 7.42 eV
* HOMO level: -7.084 eV

Geometry (Å):
C1 -1.12496 -0.75334 0.98100
N1 -1.01310 -0.56147 -0.48504
H1 -1.31837 0.24241 1.44048
H2 -1.82162 -1.51584 1.24065
H3 -0.05529 -0.94295 1.21998
H4 -0.49320 0.40129 -0.88539
H5 -1.91681 -0.71480 -0.96503
H6 -0.33352 -1.20845 -0.94005
C2 1.69793 0.96975 -0.22404
S1 0.77615 1.19947 -1.76178
H7 1.06064 1.27869 0.65088
H8 1.98030 -0.04920 -0.05038
H9 2.56185 1.65445 -0.22129

---

Bottom line: (2), by a margin of 8.0 kJ/mol.

---

(1)
The following is a quantum chemistry calculation of a cluster of 2 separate species, C2H9NS in total, from the Open Molecules 2025 dataset.

Summary:
* total charge: 0
* spin multiplicity: 1
* orbital gap: 10.41 eV
* HOMO level: -9.531 eV

Geometry (Å):
C1 1.08773 -1.39186 1.81515
C2 1.00896 0.05377 1.29272
N1 2.04353 0.30732 0.28843
H1 0.23052 -1.54454 2.46724
H2 0.94652 -2.10632 0.99492
H3 2.08980 -1.60570 2.17742
H4 0.01534 0.18814 0.87196
H5 1.14045 0.67534 2.18283
H6 2.93370 0.34104 0.78169
H7 1.96717 1.22251 -0.11803
S1 -2.08972 0.47447 -1.74705
H8 -1.06723 1.34467 -1.64541
H9 -1.52078 -0.05453 -0.66745

---

(2)
The following is a quantum chemistry calculation of a cluster of 3 separate species, C2H9NS in total, from the Open Molecules 2025 dataset.

Summary:
* total charge: 0
* spin multiplicity: 1
* orbital gap: 9.93 eV
* HOMO level: -8.972 eV

Geometry (Å):
H1 1.42118 0.52928 2.08308
H2 0.85997 0.23753 2.49670
C1 -0.37072 -2.00834 0.37279
C2 -0.50351 -0.50992 -0.00693
S1 0.13264 -1.53443 -1.34954
H3 0.47004 -1.98060 1.06521
H4 -1.28067 -2.66254 0.56492
H5 -0.04120 0.16864 0.69579
H6 -1.49853 -0.21446 -0.23958
N1 0.08135 2.03881 -1.23751
H7 0.74383 2.78241 -1.32518
H8 -0.49265 2.03831 -1.99105
H9 0.47827 1.11531 -1.12871

---

Bottom line: (1), by a margin of 175.7 kJ/mol.

---

(1)
The following is a quantum chemistry calculation of a cluster of 2 separate species, C5H17N2O in total, from the Open Molecules 2025 dataset.

Summary:
* total charge: +1
* spin multiplicity: 1
* orbital gap: 10.57 eV
* HOMO level: -13.282 eV

Geometry (Å):
C1 0.23096 -1.63381 -0.30052
N1 -1.05654 -1.26229 0.21305
C2 -1.49747 -2.27804 1.27714
C3 1.16021 -0.60463 0.51746
N2 0.91281 0.87633 0.11738
C4 0.92516 0.95622 -1.35906
C5 1.25265 2.47008 -1.63759
H1 0.44192 -1.69771 -1.46568
H2 0.49460 -2.61331 0.05561
H3 -1.53680 -1.39156 -0.68499
H4 -1.88660 -3.27022 0.82307
H5 -2.35564 -1.68613 1.79379
H6 -0.77142 -2.26850 2.04934
H7 2.16664 -0.86417 0.43533
H8 0.98007 -0.73292 1.66786
H9 1.60142 1.39235 0.66951
H10 -0.03813 0.96681 0.43802
H11 -0.03533 0.75841 -1.88119
H12 1.77658 0.28698 -1.82719
H13 0.68332 2.67375 -2.59248
H14 0.79558 3.07099 -0.82978
H15 2.32622 2.70503 -1.59417
H16 -2.58246 0.70668 1.32335
H17 -2.06326 2.00513 1.74932
O1 -1.92447 1.43452 1.04243

---

(2)
The following is a quantum chemistry calculation of a cluster of 2 separate species, C5H17N2O in total, from the Open Molecules 2025 dataset.

Summary:
* total charge: +1
* spin multiplicity: 1
* orbital gap: 10.71 eV
* HOMO level: -13.546 eV

Geometry (Å):
C1 -0.99786 1.04241 -1.88191
C2 -1.72465 0.06940 -0.99238
C3 -1.07882 -1.22186 -0.51122
C4 0.02423 -1.45532 0.56971
C5 1.45714 -0.97610 0.10140
N1 1.59900 0.47627 0.34983
N2 -0.35364 2.10515 -1.07856
H1 -1.68456 1.54067 -2.53729
H2 -0.28589 0.49956 -2.50665
H3 -2.65981 -0.19508 -1.47729
H4 -2.17478 0.45527 -0.06529
H5 -1.84494 -1.81165 0.00682
H6 -0.86420 -1.90377 -1.34312
H7 0.02853 -2.46568 0.94279
H8 -0.25285 -0.84146 1.42423
H9 2.14365 -1.55138 0.72057
H10 1.61466 -1.27195 -0.92310
H11 2.24874 0.95558 -0.27677
H12 1.84064 0.68918 1.31001
H13 -1.07215 2.54029 -0.53128
H14 0.19900 2.69583 -1.68012
H15 0.70076 0.93315 0.02462
H16 0.26568 -0.34371 3.60276
H17 1.80496 0.17413 3.63900
O1 1.06714 -0.13894 3.11327

---

Bottom line: (2), by a margin of 184.9 kJ/mol.

---

(1)
The following is a quantum chemistry calculation of a cluster of 2 separate species, C5H17N2O in total, from the Open Molecules 2025 dataset.

Summary:
* total charge: +1
* spin multiplicity: 1
* orbital gap: 10.03 eV
* HOMO level: -13.388 eV

Geometry (Å):
N1 1.91747 0.21006 0.39035
C1 1.11068 -1.08454 0.31698
C2 0.55201 -1.69116 1.61579
C3 0.99038 -0.85033 2.81465
C4 -0.97021 -1.87401 1.76364
C5 0.00291 -0.78856 -0.72822
N2 -0.60295 0.46325 -0.43878
H1 1.53401 0.89851 1.02230
H2 2.07599 0.45736 -0.58986
H3 2.81286 -0.04145 0.78644
H4 1.89125 -1.75846 -0.16194
H5 1.14037 -2.64014 1.88400
H6 0.81505 -1.37321 3.76554
H7 0.29468 -0.00975 3.10772
H8 2.06214 -0.67893 2.81290
H9 -1.05118 -2.95080 2.05338
H10 -1.68746 -1.70496 0.96012
H11 -1.38437 -1.52242 2.73649
H12 -0.70808 -1.64327 -0.74003
H13 0.46666 -0.93505 -1.74419
H14 -1.22637 0.74427 -1.17086
H15 -0.94611 0.53905 0.52507
H16 -2.26829 4.01967 -5.65213
H17 -1.94026 5.04014 -4.62411
O1 -2.68948 4.51080 -4.93718

---

(2)
The following is a quantum chemistry calculation of a cluster of 2 separate species, C5H17N2O in total, from the Open Molecules 2025 dataset.

Summary:
* total charge: +1
* spin multiplicity: 1
* orbital gap: 9.37 eV
* HOMO level: -12.496 eV

Geometry (Å):
C1 1.03851 1.24572 0.17379
N1 0.16239 2.14983 -0.52773
C2 0.19685 2.06361 -1.98142
C3 0.33189 -0.11508 0.42391
N2 1.20971 -0.92147 1.36809
C4 -2.02388 -1.09737 1.01084
C5 -1.02267 0.04975 1.07757
H1 1.90600 1.04371 -0.46156
H2 1.35101 1.68403 1.12517
H3 0.24452 3.10491 -0.22151
H4 1.17714 2.24023 -2.41402
H5 -0.48685 2.82512 -2.34593
H6 -0.20617 1.11927 -2.35466
H7 0.23759 -0.64591 -0.50397
H8 2.19264 -0.83418 1.10033
H9 0.86199 -1.87671 1.34268
H10 1.14773 -0.47519 2.28468
H11 -1.69891 -2.12556 1.17385
H12 -2.54193 -1.08613 0.05815
H13 -2.72954 -0.94498 1.81700
H14 -1.48476 0.90097 0.61754
H15 -0.90584 0.47257 2.08937
H16 0.73465 -2.62142 -2.23655
H17 -0.22101 -3.37809 -1.30358
O1 0.52897 -2.77762 -1.31201

---

(3)
The following is a quantum chemistry calculation of a cluster of 2 separate species, C5H17N2O in total, from the Open Molecules 2025 dataset.

Summary:
* total charge: +1
* spin multiplicity: 1
* orbital gap: 10.54 eV
* HOMO level: -13.341 eV

Geometry (Å):
N1 -1.16961 0.93785 -0.21866
C1 -1.07878 -0.45180 0.31158
C2 -2.24094 -1.29286 -0.23927
C3 0.31692 -0.99175 -0.03142
N2 1.31911 0.06032 -0.04543
C4 2.35390 -0.04486 -1.07809
C5 3.37887 -1.14889 -0.90374
H1 -1.92309 1.46809 0.23282
H2 -0.27172 1.42046 -0.02614
H3 -1.28081 0.93993 -1.23090
H4 -1.17177 -0.37953 1.39439
H5 -2.52346 -2.03445 0.50224
H6 -1.91288 -1.79791 -1.15260
H7 -3.08494 -0.66174 -0.51344
H8 0.48401 -1.84989 0.61808
H9 0.22800 -1.48230 -1.01040
H10 1.81012 0.01275 0.83849
H11 1.98979 -0.04774 -2.11466
H12 2.83877 0.92973 -1.05742
H13 4.40091 -0.84438 -1.14909
H14 3.14539 -2.09632 -1.39122
H15 3.52517 -1.38642 0.16291
H16 -1.92308 3.09659 2.40891
H17 -2.96756 1.95344 2.46407
O1 -2.33432 2.40060 1.88604

---

Bottom line: (3), by a margin of 46.3 kJ/mol.